Entry P
DFT (the ωB97M-V functional and the def2-TZVPD basis) results for C4H3O3 as an isolated structure.

Each line ends with the Mulliken charge.
CARTESIAN COORDINATES (ANGSTROEM)
C: 1.116 0.235 -0.408  -0.785
C: 2.155 -0.550 0.061  0.889
C: 0.053 0.960 -0.038  0.698
C: -1.655 -0.098 0.026  -0.908
O: -0.196 2.133 0.079  -0.618
O: 3.269 -0.742 0.377  -0.604
O: 1.149 -1.348 -0.319  -0.425
H: -2.330 0.721 0.458  0.260
H: -1.720 -0.887 0.783  0.275
H: -1.841 -0.425 -1.019  0.218

Values from the calculation:
total charge = -1
HOMO level = -3.663 eV

Entry Q
DFT (the ωB97M-V functional and the def2-TZVPD basis) results for a 2-piece molecular cluster, C4H3O3 overall.

Each line ends with the Mulliken charge.
CARTESIAN COORDINATES (ANGSTROEM)
C: -1.751 0.515 0.582  -0.704
C: -0.567 0.121 0.959  0.608
C: 2.229 -0.036 -0.513  0.797
C: -0.988 -0.464 -0.390  -0.720
O: 2.129 1.084 -0.791  -0.426
O: 2.434 -1.158 -0.323  -0.421
O: 0.518 0.224 1.546  -0.749
H: -2.319 1.428 0.513  0.219
H: -1.299 -1.563 -0.409  0.111
H: -0.387 -0.152 -1.175  0.286

Values from the calculation:
total charge = -1
HOMO level = -2.595 eV

Least stable of them? entry P.

Entry P
DFT (the ωB97M-V functional and the def2-TZVPD basis) results for one molecule with the formula C4H6N2OS.

Each line ends with the Mulliken charge.
CARTESIAN COORDINATES (ANGSTROEM)
C: 1.071 -0.876 0.370  -0.293
C: -0.381 -1.290 0.343  -0.082
C: -1.060 0.258 -1.007  0.057
C: 0.028 0.037 0.967  -0.198
H: 1.364 -0.998 -1.520  0.342
H: 1.705 -1.392 1.071  0.365
H: -0.699 -2.159 0.928  0.363
H: -1.474 0.809 -1.889  0.356
H: -0.808 3.229 0.493  0.137
H: 0.007 0.336 2.042  0.346
N: -1.084 -1.009 -0.884  -0.622
N: -0.521 0.992 0.054  -0.058
O: 1.717 -0.475 -0.795  -0.545
S: 0.136 2.537 -0.174  -0.168

Values from the calculation:
structure (SMILES) = O[C@@H]1[C@@H]2N=CN(S)[C@H]12
HOMO level = -8.783 eV

Entry Q
DFT (the ωB97M-V functional and the def2-TZVPD basis) results for one molecule with the formula C4H6N2OS.

Each line ends with the Mulliken charge.
CARTESIAN COORDINATES (ANGSTROEM)
C: 0.287 -0.762 -1.759  0.067
C: -0.301 -0.840 0.409  0.356
C: -0.591 -0.480 1.675  -0.931
C: -0.475 0.874 2.271  0.611
H: 1.179 0.742 -2.836  0.285
H: 1.265 -0.807 -3.566  0.267
H: -0.045 -1.828 -1.906  0.231
H: -0.450 -1.889 0.218  0.188
H: -0.879 -1.174 2.412  0.333
H: -0.093 3.150 2.065  0.146
N: 0.750 -0.211 -2.915  -0.390
N: 0.109 -0.115 -0.649  -0.397
O: -0.692 1.155 3.423  -0.548
S: -0.062 2.185 1.157  -0.219

Values from the calculation:
structure (SMILES) = N/C=N/C=C\C(=O)S
HOMO level = -8.884 eV

Entry R
DFT (the ωB97M-V functional and the def2-TZVPD basis) results for one molecule with the formula C4H6N2OS.

Each line ends with the Mulliken charge.
CARTESIAN COORDINATES (ANGSTROEM)
C: -1.027 -0.292 -0.933  -0.084
C: 1.258 -0.213 -0.139  0.369
C: 0.884 1.035 0.622  -0.236
C: 0.327 2.094 0.023  -0.535
H: -1.487 -2.385 1.225  0.255
H: -0.291 -2.373 0.161  0.222
H: -1.576 0.448 -1.593  0.452
H: 1.423 1.045 1.569  0.334
H: -0.055 2.031 -1.024  0.221
H: 0.130 2.966 0.580  0.314
N: -0.927 -1.766 0.746  -0.363
N: -1.635 -0.850 -0.014  -0.302
O: 0.310 -0.654 -1.044  -0.409
S: 2.667 -1.087 -0.180  -0.239

Values from the calculation:
structure (SMILES) = C=CC(=S)O/C=N\N
HOMO level = -8.943 eV

Least stable of them? entry R.

Entry P
DFT (the ωB97M-V functional and the def2-TZVPD basis) results for one molecule with the formula C4H6N2OS.

Each line ends with the Mulliken charge.
CARTESIAN COORDINATES (ANGSTROEM)
C: -3.205 -0.280 0.250  -0.807
C: -1.008 0.382 -0.231  0.569
C: 0.158 1.034 0.062  -0.608
C: 1.181 -0.033 0.065  0.549
H: -2.986 -1.221 -0.305  0.250
H: -2.745 -0.782 1.161  0.273
H: -4.330 -0.066 0.409  0.312
H: -2.458 1.721 -0.125  0.222
H: 0.156 2.063 0.449  0.258
H: 3.238 -1.168 -0.263  0.167
N: -2.261 0.744 -0.208  -0.191
N: 0.518 -1.136 0.116  -0.508
O: -0.817 -0.900 -0.279  -0.143
S: 2.819 0.173 0.042  -0.344

Values from the calculation:
structure (SMILES) = CNc1cc(S)no1
HOMO level = -8.086 eV

Entry Q
DFT (the ωB97M-V functional and the def2-TZVPD basis) results for one molecule with the formula C4H6N2OS.

Each line ends with the Mulliken charge.
CARTESIAN COORDINATES (ANGSTROEM)
C: 0.402 1.278 0.425  -0.184
C: 0.729 0.663 -0.877  -0.110
C: -0.999 -0.673 -0.972  0.044
C: 0.721 -0.123 0.361  -0.193
H: -1.221 2.092 -0.084  0.374
H: 1.225 1.907 0.953  0.250
H: 1.628 0.691 -1.515  0.350
H: -1.996 -1.153 -1.300  0.308
H: 0.054 -3.203 1.248  0.173
H: 1.721 -0.311 0.834  0.333
N: -0.494 0.231 -1.677  -0.578
N: -0.329 -1.119 0.152  -0.052
O: -0.800 1.738 0.782  -0.548
S: -0.641 -2.017 1.671  -0.167

Values from the calculation:
structure (SMILES) = O[C@@H]1[C@@H]2N=CN(S)[C@H]12
HOMO level = -8.841 eV

Least stable of them? entry Q.

Entry P
DFT (the ωB97M-V functional and the def2-TZVPD basis) results for C4H6N2OS as an isolated structure.

Each line ends with the Mulliken charge.
CARTESIAN COORDINATES (ANGSTROEM)
C: 2.589 -0.229 0.416  -0.658
C: -0.189 -0.012 -0.596  -0.062
C: -0.869 -1.243 -0.408  -0.103
C: -2.404 0.021 -0.188  0.046
H: 2.163 -0.350 1.691  0.267
H: 3.459 0.644 0.208  0.235
H: 3.022 -1.485 0.168  0.234
H: -0.425 -2.337 -0.316  0.297
H: -3.392 0.703 -0.285  0.265
H: -0.658 2.136 0.773  0.384
N: -2.207 -1.218 -0.229  -0.583
N: -1.270 0.745 -0.286  0.178
O: -1.323 2.145 -0.083  -0.426
S: 1.505 0.480 -0.864  -0.073

Values from the calculation:
HOMO level = -8.601 eV

Entry Q
DFT (the ωB97M-V functional and the def2-TZVPD basis) results for one molecule with the formula C4H6N2OS.

Each line ends with the Mulliken charge.
CARTESIAN COORDINATES (ANGSTROEM)
C: -1.210 0.642 0.232  -0.879
C: 0.267 0.339 -0.032  1.361
C: 0.995 -0.401 1.051  -0.498
C: 0.610 -0.518 -1.188  -0.395
H: -1.870 -1.781 0.651  0.153
H: -1.383 1.063 1.264  0.362
H: -1.439 1.543 -0.397  0.364
H: 1.716 1.854 -0.572  0.343
H: 0.949 -0.137 2.080  0.450
H: 0.077 -0.436 -2.204  0.344
N: 1.536 -1.503 0.583  -0.386
N: 1.326 -1.519 -0.903  -0.397
O: 0.721 1.643 -0.385  -0.588
S: -2.294 -0.788 -0.180  -0.236

Values from the calculation:
structure (SMILES) = OC1(CS)C=NN=C1
HOMO level = -9.568 eV

Entry R
DFT (the ωB97M-V functional and the def2-TZVPD basis) results for one molecule with the formula C4H6N2OS.

Each line ends with the Mulliken charge.
CARTESIAN COORDINATES (ANGSTROEM)
C: 1.213 -1.565 -0.068  -0.098
C: -1.084 -0.719 -0.121  0.408
C: -1.768 0.671 0.280  -0.258
C: -1.348 1.857 -0.154  -0.744
H: 3.489 0.394 0.217  0.350
H: 0.923 -2.527 -0.222  0.432
H: 0.496 0.454 0.151  0.331
H: -2.650 0.469 0.895  0.327
H: -0.651 1.992 -0.962  0.334
H: -1.842 2.839 0.068  0.247
N: 2.494 -1.341 0.143  -0.368
N: 0.220 -0.517 -0.122  -0.154
O: 2.462 0.105 -0.053  -0.475
S: -1.953 -2.110 -0.052  -0.332

Values from the calculation:
structure (SMILES) = C=CC(=S)N/C=N\O
HOMO level = -8.720 eV

Entry S
DFT (the ωB97M-V functional and the def2-TZVPD basis) results for one molecule with the formula C4H6N2OS.

Each line ends with the Mulliken charge.
CARTESIAN COORDINATES (ANGSTROEM)
C: -1.414 1.309 -0.267  -1.322
C: -0.159 0.481 0.031  0.705
C: 1.179 0.746 0.108  -0.781
C: 1.796 -0.511 -0.082  0.616
H: -2.133 1.043 -1.039  0.352
H: -1.092 2.310 -0.253  0.320
H: -2.217 1.244 0.536  0.314
H: 1.624 1.708 0.285  0.356
H: 2.857 -1.920 -0.192  0.400
H: -2.359 -1.543 1.115  0.161
N: 0.877 -1.455 0.006  -0.953
N: -0.295 -0.795 0.142  0.537
O: 3.050 -0.951 -0.223  -0.516
S: -1.716 -1.665 -0.168  -0.189

Values from the calculation:
structure (SMILES) = Cc1cc(O)nn1S
HOMO level = -8.951 eV

Least stable of them? entry P.

Entry P
DFT (the ωB97M-V functional and the def2-TZVPD basis) results for one molecule with the formula C4H6N2OS.

Each line ends with the Mulliken charge.
CARTESIAN COORDINATES (ANGSTROEM)
C: -0.839 0.342 -0.034  0.241
C: 0.689 0.295 -0.039  1.053
C: 1.319 -1.043 -0.022  -0.442
C: 2.653 -1.135 -0.001  -0.614
H: -0.638 2.315 -0.096  0.274
H: -2.223 1.782 -0.416  0.208
H: -3.369 0.332 0.746  0.138
H: 0.673 -1.921 -0.042  0.350
H: 3.147 -2.136 0.049  0.245
H: 3.271 -0.261 0.004  0.290
N: -1.339 1.617 0.033  -0.491
N: -1.472 -0.773 -0.077  -0.445
O: 1.300 1.334 -0.052  -0.613
S: -3.173 -0.748 -0.052  -0.194

Values from the calculation:
structure (SMILES) = C=CC(=O)/C(N)=N/S
HOMO level = -8.733 eV

Entry Q
DFT (the ωB97M-V functional and the def2-TZVPD basis) results for one molecule with the formula C4H6N2OS.

Each line ends with the Mulliken charge.
CARTESIAN COORDINATES (ANGSTROEM)
C: 0.106 1.815 0.052  -1.215
C: -0.024 0.319 -0.033  0.211
C: -1.159 -0.506 0.020  0.755
C: -0.678 -1.877 0.044  -0.544
H: 0.979 2.195 -0.583  0.335
H: -0.873 2.220 -0.237  0.301
H: 0.326 2.077 1.169  0.252
H: -2.506 0.828 -0.404  0.306
H: -1.187 -2.873 0.030  0.390
H: 3.127 -1.424 0.092  0.185
N: 0.651 -1.868 0.002  -0.870
N: 1.040 -0.579 -0.015  0.667
O: -2.481 -0.155 -0.073  -0.572
S: 2.678 -0.171 -0.064  -0.201

Values from the calculation:
structure (SMILES) = Cc1c(O)cnn1S
HOMO level = -8.086 eV

Least stable of them? entry Q.

Entry P
DFT (the ωB97M-V functional and the def2-TZVPD basis) results for one molecule with the formula C5H8O4.

Each line ends with the Mulliken charge.
CARTESIAN COORDINATES (ANGSTROEM)
C: 0.090 -1.382 1.003  0.441
C: -0.917 -1.684 2.095  -1.315
C: 0.083 2.227 -2.115  -1.126
C: 0.608 0.469 -0.383  0.707
C: 0.307 1.953 -0.661  0.553
O: -0.126 0.002 0.607  -0.249
O: -0.089 -2.243 -0.054  -0.551
O: 1.418 -0.168 -1.014  -0.609
O: 0.295 2.768 0.220  -0.510
H: 0.592 -2.070 -0.725  0.371
H: 1.124 -1.426 1.389  0.260
H: -0.749 -2.689 2.462  0.367
H: -1.922 -1.613 1.685  0.334
H: -0.801 -0.970 2.907  0.355
H: -0.798 1.682 -2.450  0.338
H: -0.052 3.292 -2.287  0.305
H: 0.937 1.852 -2.677  0.329

Values from the calculation:
structure (SMILES) = CC(=O)C(=O)O[C@@H](C)O
HOMO level = -10.011 eV

Entry Q
DFT (the ωB97M-V functional and the def2-TZVPD basis) results for a 2-piece molecular cluster, C5H8O4 overall.

Each line ends with the Mulliken charge.
CARTESIAN COORDINATES (ANGSTROEM)
C: 2.560 0.436 -0.498  -0.934
C: -1.284 2.095 -0.051  -0.639
C: 2.186 -0.826 -0.205  0.281
C: -1.713 1.176 0.774  -0.035
C: -1.969 -1.252 0.588  0.760
O: -3.157 -1.392 0.689  -0.548
O: -1.109 -2.243 0.477  -0.486
O: 1.547 -1.514 -1.151  -0.457
O: -1.265 -0.150 0.526  -0.331
H: 2.926 1.212 0.130  0.300
H: 2.128 0.784 -1.431  0.167
H: -1.424 3.111 0.112  0.325
H: -0.541 1.805 -0.770  0.170
H: 2.337 -1.407 0.695  0.394
H: -2.378 1.204 1.577  0.399
H: 1.301 -1.095 -1.925  0.269
H: -0.145 -1.945 0.465  0.366

Values from the calculation:
structure (SMILES) = C=COC(=O)O.C=CO
HOMO level = -9.458 eV

Entry R
DFT (the ωB97M-V functional and the def2-TZVPD basis) results for a 2-piece molecular cluster, C5H8O4 overall.

Each line ends with the Mulliken charge.
CARTESIAN COORDINATES (ANGSTROEM)
C: -1.514 -1.240 -1.340  -0.333
C: -0.755 -0.534 -0.082  0.106
C: 0.088 0.644 -0.111  0.135
C: 0.922 1.162 1.035  0.719
C: 1.751 2.243 1.050  -0.771
H: -0.510 -1.687 -3.350  0.403
H: -1.810 -0.297 -1.663  0.359
H: -2.192 -1.927 -0.883  0.290
H: -1.542 -0.118 0.824  0.207
H: 0.440 -1.809 -0.143  0.361
H: 0.670 -0.365 2.274  0.362
H: 2.069 2.991 0.309  0.351
H: 2.035 2.478 2.243  0.167
O: -0.640 -1.942 -2.021  -0.667
O: 0.043 -1.517 0.741  -0.558
O: 0.133 1.315 -1.067  -0.574
O: 0.811 0.604 2.185  -0.559

Values from the calculation:
HOMO level = -8.613 eV

Entry S
DFT (the ωB97M-V functional and the def2-TZVPD basis) results for C5H8O4 as an isolated structure.

Each line ends with the Mulliken charge.
CARTESIAN COORDINATES (ANGSTROEM)
C: -1.163 0.086 0.367  0.396
C: 1.007 1.348 -0.934  -0.689
C: -0.841 0.783 1.652  -1.289
C: 0.239 -1.339 -0.994  0.915
C: -0.810 -1.341 0.278  0.163
O: -0.140 0.507 -0.957  -0.382
O: 1.491 -1.504 -0.429  -0.499
O: -0.083 -1.896 -2.020  -0.628
O: -1.093 -2.294 0.940  -0.525
H: 1.952 -2.191 -0.934  0.327
H: -2.108 0.322 -0.121  0.280
H: 1.420 1.373 -1.943  0.268
H: 0.717 2.353 -0.620  0.293
H: 1.744 0.965 -0.222  0.310
H: -0.944 1.861 1.544  0.365
H: -1.552 0.440 2.410  0.381
H: 0.164 0.525 1.982  0.316

Values from the calculation:
HOMO level = -9.016 eV

Least stable of them? entry R.